[1]
Here is one molecule with the formula C18H19NO2 from the Open Molecules 2025 dataset. Energies are from wB97M-V/def2-TZVPD.

Properties
SMILES	COc1cccc(NC(=O)c2ccc3c(c2)CCCC3)c1
relative energy (zero: lowest compared OMol25 entry of this formula, charge and spin)	23.43	kJ/mol
M	281.355	g/mol
E_tot	-902.575006	hartree
highest occupied orbital energy	-8.1552	eV
multiplicity	1

Bonds (Å) are listed after each position.
CARTESIAN COORDINATES (ANGSTROEM)
1 C 5.8810 1.9725 1.1802  O2 1.405, H22 1.095, H23 1.095, H24 1.089
2 O 6.1301 1.5344 -0.1315  C1 1.405, C3 1.363
3 C 5.0946 1.0330 -0.8632  O2 1.363, C4 1.396, C21 1.386
4 C 5.4101 0.6179 -2.1582  C3 1.396, C5 1.379, H25 1.078
5 C 4.4258 0.0979 -2.9713  C4 1.379, C6 1.385, H26 1.079
6 C 3.1191 -0.0228 -2.5285  C5 1.385, C7 1.389, H27 1.076
7 C 2.8002 0.3881 -1.2410  C6 1.389, N8 1.397, C21 1.396
8 N 1.5076 0.3093 -0.7173  C7 1.397, C9 1.367, H28 1.011
9 C 0.3761 -0.2092 -1.2837  N8 1.367, O10 1.214, C11 1.492
10 O 0.3325 -0.7380 -2.3753  C9 1.214
11 C -0.8314 -0.0903 -0.4156  C9 1.492, C12 1.393, C16 1.389
12 C -1.0459 0.9697 0.4619  C11 1.393, C13 1.380, H29 1.081
13 C -2.2058 1.0137 1.2083  C12 1.380, C14 1.391, H30 1.081
14 C -3.1723 0.0173 1.1120  C13 1.391, C15 1.394, C20 1.503
15 C -2.9719 -1.0372 0.2229  C14 1.394, C16 1.388, C17 1.504
16 C -1.8078 -1.0713 -0.5313  C11 1.389, C15 1.388, H31 1.080
17 C -3.9724 -2.1502 0.0765  C15 1.504, C18 1.524, H32 1.095, H33 1.092
18 C -5.3432 -1.7757 0.6286  C17 1.524, C19 1.523, H34 1.092, H35 1.091
19 C -5.1827 -1.1900 2.0257  C18 1.523, C20 1.524, H36 1.092, H37 1.092
20 C -4.4245 0.1296 1.9364  C14 1.503, C19 1.524, H38 1.095, H39 1.093
21 C 3.7898 0.9164 -0.4094  C3 1.386, C7 1.396, H40 1.080
22 H 5.5201 1.1573 1.8166  C1 1.095
23 H 5.1598 2.7967 1.2004  C1 1.095
24 H 6.8383 2.3258 1.5603  C1 1.089
25 H 6.4293 0.7155 -2.4948  C4 1.078
26 H 4.6755 -0.2210 -3.9718  C5 1.079
27 H 2.3542 -0.4307 -3.1656  C6 1.076
28 H 1.4156 0.6554 0.2277  N8 1.011
29 H -0.3358 1.7813 0.5408  C12 1.081
30 H -2.3744 1.8421 1.8825  C13 1.081
31 H -1.6411 -1.8765 -1.2322  C16 1.080
32 H -3.5930 -3.0244 0.6167  C17 1.095
33 H -4.0491 -2.4313 -0.9760  C17 1.092
34 H -5.8135 -1.0356 -0.0224  C18 1.092
35 H -5.9848 -2.6584 0.6539  C18 1.091
36 H -4.6281 -1.8928 2.6515  C19 1.092
37 H -6.1577 -1.0245 2.4878  C19 1.092
38 H -5.0701 0.8844 1.4744  C20 1.095
39 H -4.1719 0.4919 2.9361  C20 1.093
40 H 3.5178 1.2295 0.5883  C21 1.080


[2]
Here is one molecule with the formula C18H19NO3 from the Open Molecules 2025 dataset. Energies are from wB97M-V/def2-TZVPD.

Properties
SMILES	O=C(C[C@H]1COc2ccccc2O1)NCCc1ccccc1
relative energy (zero: lowest compared OMol25 entry of this formula, charge and spin)	110.64	kJ/mol
M	297.354	g/mol
E_tot	-977.801439	hartree
highest occupied orbital energy	-8.2293	eV
multiplicity	1

Bonds (Å) are listed after each position.
CARTESIAN COORDINATES (ANGSTROEM)
1 O -0.2951 -1.3675 -2.0598  C2 1.210
2 C -0.5361 -1.8225 -0.9652  O1 1.210, C3 1.525, N14 1.352
3 C 0.5512 -2.2450 0.0166  C2 1.525, C4 1.538, H23 1.091, H24 1.091
4 C 0.7057 -1.1768 1.1129  C3 1.538, C5 1.535, O13 1.410, H25 1.096
5 C 1.9749 -1.4231 1.9411  C4 1.535, O6 1.406, H26 1.100, H27 1.092
6 O 3.1221 -1.3630 1.1306  C5 1.406, C7 1.377
7 C 3.1227 -0.2963 0.2596  O6 1.377, C8 1.388, C12 1.396
8 C 4.3137 0.0432 -0.3676  C7 1.388, C9 1.381, H28 1.078
9 C 4.3572 1.1130 -1.2406  C8 1.381, C10 1.386, H29 1.079
10 C 3.2127 1.8543 -1.4884  C9 1.386, C11 1.381, H30 1.079
11 C 2.0199 1.5132 -0.8816  C10 1.381, C12 1.388, H31 1.077
12 C 1.9634 0.4327 -0.0125  C7 1.396, C11 1.388, O13 1.373
13 O 0.7573 0.1215 0.5646  C4 1.410, C12 1.373
14 N -1.7919 -2.0238 -0.5055  C2 1.352, C15 1.444, H32 1.008
15 C -2.9566 -1.5372 -1.2074  N14 1.444, C16 1.534, H33 1.096, H34 1.092
16 C -3.7359 -0.5183 -0.3654  C15 1.534, C17 1.504, H35 1.092, H36 1.093
17 C -2.8440 0.6090 0.0777  C16 1.504, C18 1.388, C22 1.389
18 C -2.4201 0.7049 1.3956  C17 1.388, C19 1.384, H37 1.083
19 C -1.5762 1.7262 1.7947  C18 1.384, C20 1.383, H38 1.081
20 C -1.1438 2.6651 0.8766  C19 1.383, C21 1.384, H39 1.080
21 C -1.5609 2.5774 -0.4406  C20 1.384, C22 1.382, H40 1.081
22 C -2.4031 1.5559 -0.8374  C17 1.389, C21 1.382, H41 1.080
23 H 1.4868 -2.3339 -0.5380  C3 1.091
24 H 0.3115 -3.2053 0.4748  C3 1.091
25 H -0.1724 -1.1691 1.7690  C4 1.096
26 H 2.0302 -0.6597 2.7309  C5 1.100
27 H 1.9685 -2.4158 2.3953  C5 1.092
28 H 5.1907 -0.5464 -0.1521  C8 1.078
29 H 5.2870 1.3696 -1.7244  C9 1.079
30 H 3.2467 2.6935 -2.1659  C10 1.079
31 H 1.1080 2.0550 -1.0704  C11 1.077
32 H -1.9299 -2.3480 0.4384  N14 1.008
33 H -3.6082 -2.3790 -1.4695  C15 1.096
34 H -2.5855 -1.0761 -2.1251  C15 1.092
35 H -4.5593 -0.1328 -0.9699  C16 1.092
36 H -4.1610 -1.0206 0.5074  C16 1.093
37 H -2.7613 -0.0224 2.1217  C18 1.083
38 H -1.2545 1.7870 2.8245  C19 1.081
39 H -0.4813 3.4601 1.1854  C20 1.080
40 H -1.2307 3.3105 -1.1629  C21 1.081
41 H -2.7223 1.4907 -1.8675  C22 1.080


[3]
Here is one molecule with the formula C18H19NO3S2 at a distorted geometry from the Open Molecules 2025 dataset. Energies are from wB97M-V/def2-TZVPD.

Properties
SMILES	CC(=C\c1ccccc1)/C=C1/SC(=S)N([C@H](C(=O)O)C(C)C)C1=O
relative energy (zero: lowest compared OMol25 entry of this formula, charge and spin)	0.00	kJ/mol
M	361.488	g/mol
E_tot	-1774.177605	hartree
highest occupied orbital energy	-8.0847	eV
multiplicity	1

Bonds (Å) are listed after each position.
CARTESIAN COORDINATES (ANGSTROEM)
1 C 1.7957 0.2079 1.2905  C2 1.495, H25 1.087, H26 1.088, H27 1.087
2 C 1.9338 -0.9371 0.3393  C1 1.495, C3 1.357, C10 1.437
3 C 3.1295 -1.3584 -0.1451  C2 1.357, C4 1.450, H28 1.084
4 C 4.4301 -0.7375 0.0152  C3 1.450, C5 1.397, C9 1.399
5 C 4.6156 0.6470 0.0483  C4 1.397, C6 1.382, H29 1.078
6 C 5.8815 1.1825 0.1927  C5 1.382, C7 1.385, H30 1.080
7 C 6.9848 0.3537 0.3126  C6 1.385, C8 1.386, H31 1.080
8 C 6.8184 -1.0216 0.2598  C7 1.386, C9 1.380, H32 1.080
9 C 5.5585 -1.5608 0.0978  C4 1.399, C8 1.380, H33 1.081
10 C 0.7875 -1.7275 -0.0148  C2 1.437, C11 1.357, H34 1.085
11 C -0.5410 -1.4529 0.0305  C10 1.357, S12 1.764, C23 1.463
12 S -1.6889 -2.7471 -0.3158  C11 1.764, C13 1.749
13 C -3.0648 -1.7058 -0.0307  S12 1.749, S14 1.631, N15 1.359
14 S -4.6054 -2.2421 -0.0193  C13 1.631
15 N -2.6448 -0.4317 0.1836  C13 1.359, C16 1.453, C23 1.394
16 C -3.5523 0.6720 0.4457  N15 1.453, C17 1.529, C20 1.542, H35 1.103
17 C -4.5924 0.2195 1.4704  C16 1.529, O18 1.202, O19 1.330
18 O -4.2981 -0.3816 2.4691  C17 1.202
19 O -5.8210 0.6581 1.2125  C17 1.330, H36 0.971
20 C -4.0943 1.3759 -0.8151  C16 1.542, C21 1.528, C22 1.525, H37 1.095
21 C -2.9434 2.0267 -1.5818  C20 1.528, H38 1.087, H39 1.088, H40 1.087
22 C -4.8961 0.4784 -1.7515  C20 1.525, H41 1.088, H42 1.088, H43 1.085
23 C -1.2716 -0.2079 0.2672  C11 1.463, N15 1.394, O24 1.210
24 O -0.8187 0.8974 0.4617  C23 1.210
25 H 2.7417 0.3981 1.7914  C1 1.087
26 H 1.0414 -0.0282 2.0379  C1 1.088
27 H 1.4696 1.1126 0.7834  C1 1.087
28 H 3.1453 -2.2776 -0.7201  C3 1.084
29 H 3.7708 1.3033 -0.0847  C5 1.078
30 H 6.0089 2.2550 0.2088  C6 1.080
31 H 7.9710 0.7763 0.4331  C7 1.080
32 H 7.6763 -1.6732 0.3383  C8 1.080
33 H 5.4324 -2.6333 0.0557  C9 1.081
34 H 1.0231 -2.7219 -0.3805  C10 1.085
35 H -2.9281 1.4107 0.9754  C16 1.103
36 H -6.4340 0.3537 1.9009  O19 0.971
37 H -4.7577 2.1633 -0.4432  C20 1.095
38 H -3.3372 2.6355 -2.3918  C21 1.087
39 H -2.2920 1.2697 -2.0145  C21 1.088
40 H -2.3431 2.6589 -0.9325  C21 1.087
41 H -5.2914 1.0775 -2.5686  C22 1.088
42 H -4.2704 -0.3020 -2.1788  C22 1.088
43 H -5.7290 0.0145 -1.2333  C22 1.085


- Which formula does entry 3 have?
  C18H19NO3S2


- Among the records above, which one has the lowest relative energy (zero: lowest compared OMol25 entry of this formula, charge and spin)?
  C18H19NO3S2


- Among the records above, which one has the lowest E_tot?
  C18H19NO3S2